Density functional theory data (ωB97M-V with the def2-TZVPD basis set) for 7 unconnected molecules or ions with the total composition C31H46F6N3O20 in a non-equilibrium geometry.

Bonds (Å) are listed after each position.
Element x y z (Å)
1 F 0.323 -0.404 -6.536  C52 1.352
2 F -4.963 -6.373 2.031  C31 1.352
3 F -3.958 -0.532 -4.706  C45 1.352
4 F -4.118 0.265 4.066  C36 1.352
5 F 2.712 -4.469 -0.813  C60 1.352
6 F -10.267 -2.597 3.068  C40 1.352
7 O 2.140 -2.316 -1.037  C59 1.363, C60 1.410
8 O -3.022 -3.444 -3.186  C30 1.368, C50 1.413
9 O 3.095 -1.914 -3.046  C34 1.413, C59 1.368
10 O -2.109 -0.408 1.388  C32 1.413, C47 1.368
11 O 1.058 0.862 3.631  C57 1.499, H104 1.013
12 O -6.734 -2.591 0.379  C37 1.220
13 O -0.391 3.912 -7.295  C38 1.220
14 O -2.935 -4.807 -0.226  C43 1.413, C58 1.368
15 O -1.600 -3.600 1.185  C58 1.220
16 O -2.796 -4.807 -5.008  C30 1.220
17 O -3.574 -2.673 -5.238  C30 1.363, C45 1.410
18 O -3.354 -4.815 1.995  C31 1.410, C58 1.363
19 O 4.566 6.599 -0.974  C42 1.360
20 O 0.389 1.809 -6.872  C38 1.363, C52 1.410
21 O 2.186 -0.186 -1.855  C59 1.220
22 O -4.278 -0.580 1.999  C36 1.410, C47 1.363
23 O -3.674 -1.045 -0.153  C47 1.220
24 O -7.357 -4.050 2.027  C37 1.368, C53 1.413
25 O -8.729 -2.345 1.459  C37 1.363, C40 1.410
26 O -1.801 2.269 -6.555  C38 1.368, C41 1.413
27 N 7.214 2.043 3.013  C46 1.513, C55 1.512, H61 1.065
28 N 3.467 5.039 0.620  C42 1.513, C44 1.538, C54 1.515
29 N 4.360 1.514 1.710  C33 1.540, C35 1.509, C48 1.511, C56 1.543
30 C -3.103 -3.731 -4.521  O8 1.368, O16 1.220, O17 1.363
31 C -4.497 -5.312 1.335  F2 1.352, O18 1.410, C43 1.491, H85 1.095
32 C -2.214 0.064 2.716  O10 1.413, C36 1.491, H67 1.093, H96 1.095
33 C 4.787 0.951 3.078  N29 1.540, C55 1.640, H75 1.194, H90 1.194
34 C 3.327 -3.272 -2.730  O9 1.413, C60 1.491, H63 1.095, H78 1.093
35 C 3.601 0.457 0.946  N29 1.509, C49 1.634, H84 1.193, H89 1.193
36 C -3.499 -0.538 3.173  F4 1.352, O22 1.410, C32 1.491, H68 1.095
37 C -7.538 -2.961 1.218  O12 1.220, O24 1.368, O25 1.363
38 C -0.583 2.760 -6.940  O13 1.220, O20 1.363, O26 1.368
39 C 2.505 5.991 2.912  C54 1.640, H79 1.171, H94 1.193, H95 1.187
40 C -9.480 -3.277 2.205  F6 1.352, O25 1.410, C53 1.491, H99 1.095
41 C -1.626 0.881 -6.353  O26 1.413, C52 1.491, H72 1.093, H87 1.095
42 C 3.622 5.644 -0.757  O19 1.360, N28 1.513, C51 1.647
43 C -3.974 -5.736 0.005  O14 1.413, C31 1.491, H82 1.093, H92 1.095
44 C 3.098 3.548 0.546  N28 1.538, C48 1.673, H71 1.187, H91 1.170
45 C -4.137 -1.804 -4.282  F3 1.352, O17 1.410, C50 1.491, H100 1.095
46 C 6.761 2.669 1.713  N27 1.513, C56 1.638, H62 1.193, H86 1.193
47 C -3.381 -0.704 0.981  O10 1.368, O22 1.363, O23 1.220
48 C 3.614 2.806 1.953  N29 1.511, C44 1.673, H64 1.194, H80 1.194
49 C 1.994 0.383 1.232  C35 1.634, C57 1.650, H69 1.194, H98 1.181
50 C -3.337 -2.072 -3.054  O8 1.413, C45 1.491, H74 1.095, H77 1.093
51 C 2.665 5.250 -2.038  C42 1.647, H65 1.186, H81 1.187, H106 1.173
52 C -0.163 0.775 -6.089  F1 1.352, O20 1.410, C41 1.491, H76 1.095
53 C -8.440 -4.057 2.935  O24 1.413, C40 1.491, H103 1.093, H105 1.095
54 C 2.366 5.840 1.285  N28 1.515, C39 1.640, H66 1.192, H70 1.179
55 C 5.952 1.836 3.819  N27 1.512, C33 1.640, H97 1.173, H101 1.194
56 C 5.677 1.722 0.931  N29 1.543, C46 1.638, H83 1.194, H102 1.174
57 C 1.577 -0.205 2.716  O11 1.499, C49 1.650, H73 1.176, H88 1.194
58 C -2.548 -4.346 1.002  O14 1.368, O15 1.220, O18 1.363
59 C 2.452 -1.370 -1.967  O7 1.363, O9 1.368, O21 1.220
60 C 2.281 -3.549 -1.705  F5 1.352, O7 1.410, C34 1.491, H93 1.095
61 H 7.745 2.822 3.508  N27 1.065
62 H 7.691 2.789 0.975  C46 1.193
63 H 4.344 -3.384 -2.339  C34 1.095
64 H 4.271 3.641 2.497  C48 1.194
65 H 1.614 5.796 -1.962  C51 1.186
66 H 2.438 6.945 0.842  C54 1.192
67 H -1.363 -0.266 3.318  C32 1.093
68 H -3.400 -1.548 3.585  C36 1.095
69 H 1.552 -0.401 0.447  C49 1.194
70 H 1.300 5.432 0.991  C54 1.179
71 H 1.930 3.412 0.384  C44 1.187
72 H -2.227 0.529 -5.510  C41 1.093
73 H 2.421 -0.846 3.226  C57 1.176
74 H -2.410 -1.489 -3.016  C50 1.095
75 H 3.867 0.921 3.838  C33 1.194
76 H 0.116 0.919 -5.040  C52 1.095
77 H -3.905 -1.886 -2.138  C50 1.093
78 H 3.220 -3.904 -3.615  C34 1.093
79 H 3.511 5.589 3.357  C39 1.171
80 H 2.663 2.678 2.663  C48 1.194
81 H 2.456 4.084 -2.120  C51 1.187
82 H -4.734 -5.678 -0.778  C43 1.093
83 H 6.163 0.634 0.869  C56 1.194
84 H 4.048 -0.637 1.112  C35 1.193
85 H -5.263 -4.531 1.288  C31 1.095
86 H 6.352 3.780 1.855  C46 1.193
87 H -1.934 0.342 -7.254  C41 1.095
88 H 0.650 -0.938 2.554  C57 1.194
89 H 3.737 0.667 -0.220  C35 1.193
90 H 5.115 -0.191 2.969  C33 1.194
91 H 3.613 3.119 -0.413  C44 1.170
92 H -3.559 -6.750 0.017  C43 1.095
93 H 1.316 -3.855 -2.120  C60 1.095
94 H 2.363 7.143 3.186  C39 1.193
95 H 1.585 5.422 3.399  C39 1.187
96 H -2.238 1.159 2.712  C32 1.095
97 H 5.452 2.825 4.203  C55 1.173
98 H 1.404 1.385 1.026  C49 1.181
99 H -10.098 -3.877 1.529  C40 1.095
100 H -5.206 -2.015 -4.177  C45 1.095
101 H 6.270 1.213 4.787  C55 1.194
102 H 5.500 2.050 -0.183  C56 1.174
103 H -8.763 -5.079 3.152  C53 1.093
104 H 1.699 0.974 4.407  O11 1.013
105 H -8.132 -3.579 3.871  C53 1.095
106 H 3.221 5.584 -3.015  C51 1.173

Properties
- LUMO energy (eV) = -2.37
- charge = +1
- total energy (eV) = -94605.083
- Kohn-Sham gap (Eh) = 0.3640